Formula: C29H22N2O6STc
Source: OMol25
Level of theory: ωB97M-V with the def2-TZVPD basis set

Atoms and positions in Å:
Tc1 -0.589 1.278 0.419
O1 -6.624 0.809 -0.346
C1 -5.301 0.971 -0.259
C2 -4.436 0.767 -1.345
C3 -3.090 0.953 -1.124
N1 -2.621 1.317 0.064
C4 -3.425 1.528 1.100
C5 -4.787 1.366 0.979
C6 -2.667 1.951 2.354
O2 -3.255 2.187 3.373
O3 -1.371 2.042 2.144
C7 -2.036 0.820 -2.170
O4 -2.123 0.519 -3.300
O5 -0.797 1.353 -1.632
H1 -6.898 0.557 -1.236
H2 -4.794 0.483 -2.326
H3 -5.435 1.542 1.826
S1 2.605 -0.119 3.278
C8 3.252 1.334 2.571
C9 4.466 1.963 2.824
C10 4.757 3.110 2.114
C11 3.859 3.625 1.170
C12 2.654 3.003 0.921
C13 2.353 1.847 1.634
N2 1.204 1.079 1.508
C14 1.207 0.030 2.295
C15 0.088 -0.899 2.219
C16 -0.014 -2.032 3.021
C17 -1.105 -2.870 2.879
C18 -2.080 -2.564 1.939
C19 -1.970 -1.432 1.139
C20 -0.884 -0.575 1.256
H4 5.161 1.569 3.554
H5 5.693 3.621 2.290
H6 4.116 4.527 0.632
H7 1.955 3.399 0.194
H8 0.748 -2.253 3.759
H9 -1.202 -3.748 3.502
H10 -2.942 -3.211 1.832
H11 -2.757 -1.233 0.421
C21 0.487 -3.436 -0.807
C22 -0.008 -2.793 -2.085
O6 -1.073 -1.863 -1.842
H12 1.288 -4.143 -1.024
H13 -0.314 -3.983 -0.304
H14 0.863 -2.682 -0.112
H15 -0.335 -3.546 -2.807
H16 0.784 -2.215 -2.559
H17 -1.799 -2.366 -1.458
C23 0.320 0.612 -1.061
C24 1.384 0.245 -1.937
C25 1.335 0.469 -3.317
C26 2.411 0.091 -4.099
C27 3.522 -0.507 -3.515
C28 3.569 -0.740 -2.145
C29 2.501 -0.369 -1.352
H18 0.458 0.919 -3.760
H19 2.385 0.258 -5.167
H20 4.359 -0.798 -4.136
H21 4.435 -1.213 -1.703
H22 2.512 -0.553 -0.285

Properties
gap between HOMO and LUMO: 7.09 eV
ΔE to the lowest compared entry with this formula, charge and spin: 154.9 kJ/mol
charge: +1
LUMO level: -0.14943 hartree

Formula: C29H23BClF4N7O4Ta
Source: OMol25
Level of theory: ωB97M-V with the def2-TZVPD basis set

Atoms and positions in Å:
Ta1 -0.838 0.299 1.118
N1 3.115 0.748 -1.057
C1 2.070 0.972 -0.304
N2 1.274 0.019 0.179
C2 1.578 -1.302 -0.161
N3 0.841 -2.261 0.308
N4 -0.012 -1.742 1.270
C3 -0.215 -2.491 2.289
C4 -0.927 -1.890 3.399
C5 -1.152 -2.526 4.598
C6 -1.752 -1.803 5.631
C7 -2.088 -0.481 5.409
C8 -1.836 0.088 4.164
N5 -1.269 -0.603 3.174
C9 2.710 -1.598 -1.015
C10 3.045 -2.902 -1.399
C11 4.133 -3.106 -2.220
C12 4.898 -2.024 -2.669
C13 4.586 -0.730 -2.298
C14 3.495 -0.537 -1.465
H1 3.642 1.543 -1.410
H2 1.850 2.010 -0.098
H3 0.208 -3.490 2.320
H4 -0.852 -3.557 4.729
H5 -1.939 -2.269 6.589
H6 -2.541 0.124 6.181
H7 -2.105 1.114 3.960
H8 2.454 -3.734 -1.043
H9 4.402 -4.110 -2.518
H10 5.747 -2.201 -3.314
H11 5.164 0.112 -2.658
O1 3.281 3.290 -4.858
C15 3.160 2.250 -4.044
O2 4.114 1.700 -3.561
C16 1.794 1.799 -3.605
C17 1.536 0.432 -3.637
C18 0.500 -0.088 -2.889
C19 -0.246 0.764 -2.083
C20 -0.093 2.137 -2.148
C21 0.932 2.655 -2.934
N6 -1.114 0.142 -1.093
C22 -2.002 -0.665 -1.541
C23 -2.901 -1.319 -0.616
C24 -3.956 -2.085 -1.052
C25 -4.874 -2.557 -0.114
C26 -4.695 -2.200 1.206
C27 -3.595 -1.427 1.567
N7 -2.682 -1.013 0.686
H12 2.448 3.540 -5.280
H13 2.201 -0.225 -4.183
H14 0.336 -1.159 -2.858
H15 -0.703 2.794 -1.549
H16 1.106 3.725 -2.938
H17 -2.111 -0.825 -2.612
H18 -4.071 -2.291 -2.108
H19 -5.717 -3.162 -0.421
H20 -5.396 -2.502 1.971
H21 -3.467 -1.129 2.595
Cl1 2.309 4.097 1.345
C28 0.910 3.677 2.353
C29 0.356 2.380 1.864
O3 0.363 1.307 2.556
O4 -0.180 2.252 0.711
H22 0.153 4.454 2.240
H23 1.223 3.587 3.389
F1 -4.878 3.037 0.271
B1 -3.603 3.183 0.053
F2 -2.272 1.349 1.733
F3 -2.958 2.267 -0.676
F4 -2.895 4.157 0.571

Properties
gap between HOMO and LUMO: 5.86 eV
ΔE to the lowest compared entry with this formula, charge and spin: 32.4 kJ/mol
charge: +3
LUMO level: -0.39639 hartree

Formula: C29H23BrN4O3PPdS
Source: OMol25
Level of theory: ωB97M-V with the def2-TZVPD basis set

Atoms and positions in Å:
Pd1 -0.287 0.175 0.081
N1 1.083 -2.125 -1.127
P1 -0.541 -1.828 -1.119
C1 -1.226 -1.453 -2.708
C2 -1.103 -2.557 -3.575
C3 -1.568 -2.458 -4.872
C4 -2.157 -1.276 -5.310
C5 -2.287 -0.194 -4.450
C6 -1.821 -0.273 -3.149
C7 -1.397 -3.081 -0.289
C8 -2.752 -3.282 -0.629
C9 -3.449 -4.305 -0.024
C10 -2.807 -5.126 0.900
C11 -1.467 -4.926 1.242
C12 -0.755 -3.898 0.664
C13 2.030 -1.104 -1.094
C14 3.360 -1.328 -1.411
C15 4.258 -0.290 -1.252
C16 3.816 0.944 -0.780
C17 2.483 1.102 -0.500
N2 1.595 0.100 -0.681
H1 1.422 -3.076 -1.220
H2 -0.660 -3.490 -3.244
H3 -1.477 -3.305 -5.539
H4 -2.524 -1.204 -6.325
H5 -2.759 0.716 -4.795
H6 -1.944 0.568 -2.491
H7 -3.235 -2.655 -1.368
H8 -4.486 -4.478 -0.277
H9 -3.357 -5.938 1.360
H10 -0.986 -5.577 1.959
H11 0.273 -3.730 0.945
H12 3.678 -2.299 -1.766
H13 5.304 -0.443 -1.484
H14 4.500 1.763 -0.611
H15 2.096 2.025 -0.090
Br1 -2.600 5.719 -2.816
C18 -1.918 4.176 -2.050
C19 -2.696 3.412 -1.181
C20 -2.155 2.275 -0.631
N3 -0.888 1.878 -0.894
C21 -0.147 2.603 -1.755
C22 -0.620 3.754 -2.338
H16 -3.707 3.701 -0.931
H17 -2.726 1.669 0.060
H18 0.843 2.245 -1.993
H19 0.013 4.315 -3.013
O1 -1.851 -0.087 1.402
C23 -1.032 -0.656 2.221
N4 0.116 -0.999 1.636
S1 1.330 -1.427 2.759
O2 2.256 -0.349 2.814
O3 1.760 -2.747 2.438
C24 0.146 -1.391 4.087
C25 0.379 -1.731 5.396
C26 -0.688 -1.577 6.287
C27 -1.924 -1.102 5.864
C28 -2.147 -0.764 4.534
C29 -1.097 -0.919 3.644
H20 1.342 -2.089 5.736
H21 -0.542 -1.829 7.329
H22 -2.725 -0.992 6.583
H23 -3.109 -0.393 4.204

Properties
gap between HOMO and LUMO: 5.91 eV
charge: +3
LUMO level: -0.42692 hartree

Formula: C29H23FNO10P2W
Source: OMol25
Level of theory: ωB97M-V with the def2-TZVPD basis set

Atoms and positions in Å:
W1 -1.118 1.492 -2.333
C1 3.332 4.336 3.019
C2 3.816 2.953 2.617
C3 5.270 2.981 2.178
C4 5.754 1.578 1.860
C5 4.857 0.935 0.841
C6 5.328 -0.058 0.016
C7 4.498 -0.640 -0.940
F1 5.006 -1.604 -1.717
C8 3.204 -0.246 -1.109
C9 2.700 0.765 -0.279
C10 1.330 1.208 -0.460
O1 0.644 0.664 -1.387
C11 0.872 2.200 0.416
C12 1.723 2.721 1.366
N1 2.989 2.359 1.518
C13 3.516 1.355 0.699
C14 -0.541 2.658 0.446
O2 -0.972 3.398 1.286
O3 -1.299 2.104 -0.495
H1 4.055 4.754 3.718
H2 2.370 4.328 3.527
H3 3.275 5.000 2.155
H4 3.721 2.271 3.468
H5 5.861 3.414 2.984
H6 5.374 3.635 1.307
H7 5.756 0.977 2.775
H8 6.778 1.589 1.490
H9 6.355 -0.394 0.094
H10 2.574 -0.683 -1.869
H11 1.327 3.472 2.032
O4 -3.265 0.767 -5.192
P1 -3.066 2.054 -4.294
O5 -3.991 3.143 -4.544
O6 -2.985 1.406 -2.816
O7 -1.490 2.342 -4.398
P2 -0.565 3.748 -3.570
O8 -0.634 0.122 -3.472
O9 -1.560 3.634 -2.378
O10 0.417 2.574 -3.019
H12 -3.874 0.942 -5.922
H13 0.075 -0.035 -4.099
C15 -1.872 -0.249 -1.247
C16 -2.285 -1.227 -0.645
C17 -2.754 -2.335 0.037
C18 -3.931 -2.203 0.858
C19 -4.140 -3.034 1.973
C20 -5.261 -2.864 2.759
C21 -6.190 -1.880 2.438
C22 -5.991 -1.044 1.344
C23 -4.861 -1.189 0.567
C24 -2.006 -3.572 -0.089
C25 -0.634 -3.524 -0.384
C26 0.083 -4.693 -0.533
C27 -0.563 -5.920 -0.429
C28 -1.927 -5.981 -0.173
C29 -2.648 -4.816 0.006
H14 -3.397 -3.772 2.241
H15 -5.412 -3.489 3.628
H16 -7.071 -1.755 3.052
H17 -6.716 -0.278 1.105
H18 -4.691 -0.544 -0.285
H19 -0.148 -2.561 -0.476
H20 1.144 -4.654 -0.739
H21 -0.002 -6.836 -0.561
H22 -2.429 -6.938 -0.125
H23 -3.717 -4.861 0.163

Properties
gap between HOMO and LUMO: 6.66 eV
ΔE to the lowest compared entry with this formula, charge and spin: 247.7 kJ/mol
charge: +1
LUMO level: -0.18207 hartree

Formula: C29H23N10O2Pd
Source: OMol25
Level of theory: ωB97M-V with the def2-TZVPD basis set

Atoms and positions in Å:
Pd1 0.002 0.083 -0.362
C1 4.380 3.978 0.361
N1 3.699 2.684 0.383
C2 3.086 2.043 -0.620
N2 2.668 0.857 -0.219
C3 3.086 0.821 1.078
N3 3.717 1.902 1.478
C4 4.021 4.879 1.518
C5 4.990 5.196 2.459
C6 4.697 6.053 3.512
C7 3.424 6.570 3.655
C8 2.433 6.241 2.727
C9 2.747 5.419 1.650
C10 1.073 6.708 3.012
N4 0.692 7.445 3.991
N5 -0.691 7.450 3.990
C11 -1.076 6.714 3.012
O1 -0.003 6.228 2.304
C12 -2.437 6.250 2.728
C13 -3.427 6.579 3.657
C14 -4.700 6.061 3.515
C15 -4.994 5.204 2.463
C16 -4.027 4.887 1.521
C17 -4.384 3.984 0.365
N6 -3.700 2.692 0.388
C18 -3.085 2.052 -0.614
N7 -2.667 0.866 -0.213
C19 -3.085 0.830 1.084
N8 -3.717 1.910 1.484
C20 -2.753 5.429 1.650
H1 4.129 4.441 -0.594
H2 5.453 3.793 0.368
H3 2.970 2.470 -1.604
H4 2.912 -0.016 1.734
H5 5.983 4.773 2.370
H6 5.462 6.302 4.234
H7 3.174 7.211 4.490
H8 2.009 5.196 0.893
H9 -3.177 7.219 4.492
H10 -5.464 6.310 4.239
H11 -5.987 4.779 2.377
H12 -4.133 4.446 -0.590
H13 -5.457 3.796 0.371
H14 -2.970 2.479 -1.599
H15 -2.912 -0.009 1.739
H16 -2.016 5.205 0.892
O2 0.003 -0.216 1.556
C21 0.000 0.690 2.518
C22 -0.005 0.204 3.837
C23 -0.007 1.068 4.906
C24 -0.004 2.450 4.711
C25 0.001 2.940 3.431
C26 0.003 2.083 2.318
C27 0.006 2.637 0.982
N9 0.006 1.972 -0.163
C28 0.009 2.852 -1.222
C29 0.011 4.101 -0.700
N10 0.008 3.946 0.667
H17 -0.007 -0.868 3.979
H18 -0.011 0.665 5.911
H19 -0.006 3.126 5.555
H20 0.003 4.011 3.286
H21 0.011 2.524 -2.248
H22 0.017 5.069 -1.172
H23 0.011 4.704 1.341

Properties
gap between HOMO and LUMO (spin up / spin down): 6.25 / 6.25 eV
charge: +1
LUMO level (spin up / spin down): -0.17778 / -0.17770 hartree

Formula: C29H23NO5PPdS
Source: OMol25
Level of theory: ωB97M-V with the def2-TZVPD basis set

Atoms and positions in Å:
Pd1 0.247 -0.170 -1.200
C1 -0.880 2.863 3.691
C2 -1.486 1.656 4.021
C3 -1.446 0.596 3.131
C4 -0.783 0.729 1.911
C5 -0.198 1.945 1.575
C6 -0.246 3.009 2.467
P1 -0.677 -0.647 0.727
C7 -2.365 -1.318 0.754
C8 -2.622 -2.673 0.934
C9 -3.926 -3.146 0.882
C10 -4.973 -2.270 0.639
C11 -4.718 -0.919 0.442
C12 -3.419 -0.442 0.498
C13 0.388 -1.920 1.453
C14 0.320 -2.468 2.706
C15 1.218 -3.496 3.064
C16 2.137 -3.956 2.161
C17 2.226 -3.410 0.857
C18 3.156 -3.866 -0.106
C19 3.181 -3.285 -1.343
C20 2.310 -2.223 -1.681
C21 1.395 -1.732 -0.782
C22 1.345 -2.358 0.505
H1 -0.919 3.695 4.383
H2 -2.001 1.546 4.967
H3 -1.953 -0.330 3.374
H4 0.260 2.058 0.601
H5 0.201 3.956 2.192
H6 -1.804 -3.360 1.111
H7 -4.121 -4.202 1.023
H8 -5.989 -2.641 0.588
H9 -5.526 -0.235 0.222
H10 -3.225 0.608 0.316
H11 -0.418 -2.128 3.423
H12 1.168 -3.926 4.057
H13 2.818 -4.754 2.435
H14 3.835 -4.671 0.150
H15 3.889 -3.637 -2.085
H16 2.367 -1.781 -2.667
O1 1.935 1.415 -4.703
C23 1.739 1.131 -3.523
O2 1.109 0.110 -3.101
C24 2.343 2.086 -2.484
C25 3.041 3.203 -2.940
C26 3.630 4.047 -2.018
C27 3.515 3.748 -0.667
C28 2.799 2.618 -0.309
N1 2.215 1.811 -1.190
H17 3.101 3.365 -4.006
H18 4.175 4.925 -2.344
H19 3.966 4.372 0.093
H20 2.682 2.346 0.737
C29 -1.575 1.981 -3.949
S1 -2.199 1.552 -2.346
O3 -3.121 2.598 -1.951
O4 -2.762 0.222 -2.461
O5 -0.986 1.572 -1.462
H21 -2.421 2.020 -4.631
H22 -0.859 1.223 -4.260
H23 -1.094 2.955 -3.883

Properties
gap between HOMO and LUMO: 8.04 eV
ΔE to the lowest compared entry with this formula, charge and spin: 0.0 kJ/mol
charge: -1
LUMO level: 0.09701 hartree

Strongest force on any atom (eV/A)
0.4; 1.0; 1.2; 0.8; 0.5; 0.1